No. 1
Entry from the OMol25 dataset: a molecular structure, C45H46Cl3NO6P2S2Sc (wB97M-V/def2-TZVPD).

XYZ file:
```
106
Properties=species:S:1:pos:R:3:forces:R:3:lowdin_charge:R:1
Sc 1.5739 0.3641 0.2525 0.51 0.04 -0.37 0.918
O 2.8804 -1.2653 3.7244 0.01 0.08 0.07 0.111
C 2.8556 -0.6032 2.7136 0.00 -0.04 -0.06 -0.551
O 1.8076 -0.0435 2.1758 0.05 -0.07 0.34 -0.135
C 4.1142 -0.3866 1.8960 -0.17 -0.02 0.31 -0.176
C 5.3551 -0.2572 2.5440 0.09 -0.11 -0.23 0.035
C 6.4477 -0.0108 1.7670 0.01 0.01 -0.01 0.031
C 6.3051 0.0779 0.3606 0.03 -0.01 0.03 -0.133
C 7.4010 0.3223 -0.5016 0.00 0.00 0.00 -0.017
C 7.2153 0.4003 -1.8507 -0.03 0.00 -0.02 -0.060
C 5.9236 0.2385 -2.4002 0.00 0.00 0.01 -0.052
C 4.8473 0.0039 -1.5937 0.02 0.02 -0.01 -0.016
C 5.0180 -0.0786 -0.1950 -0.03 -0.08 -0.01 -0.199
N 3.9289 -0.3015 0.6008 -0.06 0.21 0.00 0.084
H 5.3972 -0.3496 3.6191 0.00 0.00 0.00 0.129
H 7.4276 0.1229 2.2093 0.01 0.00 -0.02 0.127
H 8.3871 0.4464 -0.0718 0.00 0.00 0.01 0.120
H 8.0541 0.5888 -2.5068 0.00 0.00 0.01 0.110
H 5.7900 0.3062 -3.4723 0.01 0.01 0.00 0.109
H 3.8499 -0.1090 -1.9986 -0.01 -0.01 0.01 0.087
C 0.1233 -0.7797 -4.0693 -0.01 0.00 0.00 -0.104
C 1.2412 0.2095 -4.3533 0.02 -0.01 -0.13 -0.364
S 1.4279 1.4977 -3.1139 0.17 -0.04 0.11 1.040
O 1.4658 0.7050 -1.8093 -0.29 0.08 -0.26 -0.597
C -0.1837 2.2739 -3.2381 -0.03 -0.02 -0.10 -0.365
C -0.2507 3.5817 -2.4689 0.00 0.03 -0.04 -0.117
H 0.2442 -1.6516 -4.7121 -0.01 -0.01 0.00 0.089
H -0.8587 -0.3504 -4.2653 0.11 0.00 0.02 0.044
H 0.1596 -1.1073 -3.0287 0.02 -0.01 0.00 0.066
H 1.1179 0.7363 -5.3027 0.00 -0.03 0.00 0.099
H 2.2187 -0.2759 -4.3813 -0.01 -0.01 0.04 0.088
H -0.9368 1.5535 -2.9149 0.06 0.02 0.01 0.068
H -0.3052 2.4372 -4.3142 -0.01 0.01 0.03 0.108
H -0.2458 3.4133 -1.3955 -0.02 -0.02 0.05 0.040
H -1.1799 4.0869 -2.7288 -0.03 0.01 0.03 0.081
H 0.5779 4.2424 -2.7309 -0.02 -0.02 0.01 0.067
C -2.6371 -0.3142 0.2663 -0.10 -0.15 0.05 -0.481
P -1.0704 -0.3110 1.2169 0.26 0.01 0.08 1.015
C -1.6178 0.6377 2.6790 -0.12 -0.04 -0.01 -0.376
C -1.1849 1.9425 2.8881 0.04 0.01 0.04 -0.091
C -1.7002 2.6882 3.9426 0.05 0.02 -0.02 -0.072
C -2.6528 2.1403 4.7858 -0.01 -0.06 0.04 -0.079
C -3.0924 0.8369 4.5807 0.03 0.02 0.01 -0.074
C -2.5778 0.0916 3.5342 0.03 -0.01 0.02 -0.091
C -0.9472 -2.0076 1.8822 -0.03 -0.03 -0.05 -0.368
C -1.4986 -3.1020 1.2190 -0.03 0.00 0.02 -0.094
C -1.3606 -4.3838 1.7369 0.00 -0.01 0.01 -0.099
C -0.6491 -4.5895 2.9104 0.00 -0.01 0.00 -0.082
C -0.0820 -3.5053 3.5684 -0.01 0.01 0.00 -0.064
C -0.2353 -2.2230 3.0628 0.02 0.01 0.05 -0.100
P -3.0072 1.4430 -0.2165 0.17 0.11 -0.11 1.051
C -4.6755 1.6188 0.4962 -0.08 0.00 0.05 -0.385
C -4.7476 2.1865 1.7668 -0.02 0.02 0.00 -0.102
C -5.9678 2.2867 2.4215 0.03 -0.01 -0.03 -0.072
C -7.1233 1.8342 1.8034 -0.02 0.00 0.02 -0.078
C -7.0606 1.2761 0.5324 0.00 0.00 0.00 -0.076
C -5.8417 1.1632 -0.1173 0.02 0.02 -0.02 -0.085
C -3.3544 1.3538 -2.0137 -0.16 -0.06 0.00 -0.410
C -3.1382 0.2679 -2.8562 0.00 -0.03 0.01 -0.121
C -3.3440 0.3754 -4.2284 -0.09 0.05 -0.01 -0.102
C -3.7834 1.5683 -4.7790 0.00 -0.04 0.00 -0.077
C -4.0238 2.6566 -3.9468 0.01 -0.01 0.00 -0.071
C -3.8047 2.5487 -2.5847 0.02 0.06 -0.01 -0.118
H -3.4318 -0.6655 0.9267 -0.04 -0.03 -0.04 0.066
H -2.5980 -0.9932 -0.5830 0.11 0.05 -0.04 0.024
H -0.4552 2.3850 2.2256 0.00 0.00 -0.02 0.078
H -1.3500 3.7005 4.1000 -0.01 0.00 0.00 0.110
H -3.0524 2.7223 5.6063 0.01 0.00 0.00 0.109
H -3.8355 0.4015 5.2359 0.00 0.01 0.00 0.110
H -2.9227 -0.9260 3.3887 0.00 0.01 -0.02 0.114
H -2.0606 -2.9690 0.3031 -0.01 0.03 -0.01 0.098
H -1.8207 -5.2213 1.2268 0.00 0.00 0.00 0.110
H -0.5503 -5.5874 3.3185 0.00 0.00 0.00 0.109
H 0.4788 -3.6486 4.4829 0.00 -0.01 0.00 0.117
H 0.2112 -1.3905 3.5896 -0.01 0.01 -0.01 0.104
H -3.8430 2.5428 2.2488 -0.05 0.01 -0.04 0.082
H -6.0138 2.7247 3.4103 0.00 0.00 0.00 0.107
H -8.0764 1.9193 2.3092 0.00 0.00 -0.01 0.106
H -7.9638 0.9269 0.0489 0.00 0.00 0.00 0.106
H -5.7979 0.7277 -1.1086 -0.01 -0.01 0.00 0.105
H -2.7995 -0.6838 -2.4669 0.00 0.01 0.03 0.089
H -3.1712 -0.4854 -4.8627 -0.03 0.00 -0.02 0.107
H -3.9526 1.6485 -5.8447 0.00 0.00 0.00 0.107
H -4.3826 3.5894 -4.3630 0.01 0.00 0.01 0.110
H -3.9889 3.4070 -1.9462 0.02 -0.01 0.00 0.113
Cl 0.6844 5.2475 0.7741 0.00 0.00 0.02 0.653
C 2.2127 4.4055 0.5436 -0.02 0.01 -0.01 -1.503
Cl 3.0107 5.0028 -0.9217 0.03 0.01 -0.01 0.644
Cl 3.2504 4.6410 1.9536 0.01 0.01 0.00 0.654
C 2.0045 2.8840 0.3712 -0.18 -0.03 0.06 -0.795
O 2.9967 2.1626 0.1737 -0.05 -0.08 0.04 -0.041
O 0.8407 2.4037 0.4427 -0.08 0.11 0.08 -0.145
O 1.4760 -1.6756 -0.3748 -0.16 0.03 -0.04 -0.605
S 2.5853 -2.7188 -0.5383 0.03 0.05 0.04 1.040
C 1.8317 -4.0708 -1.4794 -0.02 -0.05 -0.03 -0.286
C 1.3973 -5.1488 -0.4901 -0.02 0.01 -0.04 -0.209
C 2.4228 -5.1210 0.6396 0.03 0.00 0.03 -0.206
C 2.5867 -3.6527 1.0143 0.00 -0.03 0.02 -0.273
H 2.6041 -4.4262 -2.1632 0.01 -0.01 0.02 0.096
H 1.0279 -3.6221 -2.0623 0.00 -0.01 0.00 0.093
H 1.3427 -6.1212 -0.9784 0.00 -0.01 0.01 0.122
H 0.4099 -4.9116 -0.0952 0.01 0.01 0.01 0.090
H 3.3742 -5.5441 0.3084 0.00 0.01 -0.01 0.120
H 2.0966 -5.6916 1.5088 -0.01 0.00 -0.01 0.120
H 3.4888 -3.4129 1.5746 0.01 -0.02 0.00 0.101
H 1.7158 -3.2732 1.5566 0.01 0.01 -0.02 0.084
```
Positions in Å, forces in eV/Å.

Output
- E: -159704.781 eV
- HOMO: -10.3 eV
- Net charge: +1
- Orbital gap: 7.9 eV

---

No. 2
Entry from the OMol25 dataset: a molecular structure, C45H46FN7O5Sn in a non-equilibrium geometry (wB97M-V/def2-TZVPD).

XYZ file:
```
105
Properties=species:S:1:pos:R:3:forces:R:3:lowdin_charge:R:1
Sn 12.8669 10.1168 19.8447 -0.21 -0.05 -0.63 1.378
C 16.5073 5.9542 19.9893 0.02 0.36 -1.08 -0.050
C 15.4328 7.0225 19.7273 -0.39 -0.81 0.18 -0.395
C 14.6220 6.8246 18.4492 -1.00 -0.35 0.48 -0.067
C 14.5427 7.2153 20.9281 0.26 0.78 0.22 -0.246
C 13.4661 6.3538 21.1355 1.43 -0.27 -1.18 -0.030
C 12.5140 6.6191 22.0666 -0.02 -0.80 -0.35 -0.062
C 12.6437 7.6923 22.8866 0.11 1.12 1.81 -0.306
C 11.5037 7.9668 23.8258 -0.56 -2.15 0.68 -0.038
C 13.7903 8.4658 22.8239 0.37 2.53 0.10 -0.054
C 14.7206 8.3211 21.7799 -1.95 -1.74 0.19 -0.090
H 17.0816 5.7441 19.0750 -0.07 0.11 0.17 0.078
H 16.0981 5.0270 20.3170 -0.60 -0.81 0.20 0.064
H 17.1984 6.2537 20.7566 0.29 0.37 0.35 0.072
H 15.9284 7.9249 19.5465 1.08 1.65 0.10 0.104
H 13.9870 5.9340 18.6043 0.41 0.10 -0.75 0.075
H 15.2969 6.7485 17.6036 -0.06 -0.33 -0.27 0.074
H 13.8941 7.6448 18.2546 0.69 -0.39 0.27 0.046
H 13.4462 5.5178 20.4382 -0.55 -0.06 0.39 0.112
H 11.6390 6.0227 22.1516 -0.63 -0.51 -0.06 0.117
H 10.6019 7.6681 23.2974 -0.21 -0.19 -0.08 0.059
H 11.2839 8.9591 24.1000 0.47 1.44 0.41 0.055
H 11.5213 7.3169 24.7637 0.24 0.88 -1.06 0.108
H 13.8710 9.4185 23.4496 -0.18 -1.55 -0.65 0.132
H 15.3822 9.1061 21.5292 1.04 0.48 0.08 0.088
C 5.8957 8.7734 16.7030 -1.53 0.64 -0.47 -0.061
C 6.5817 10.0535 17.1300 0.03 0.30 1.22 -0.201
N 8.0099 9.8081 17.3067 0.14 0.05 -0.26 -0.040
C 8.4549 9.3687 18.5235 -1.01 0.14 -0.42 0.025
C 9.6919 8.9443 18.8159 0.00 -0.17 -0.49 -0.032
C 10.0689 8.5746 20.2267 1.70 1.18 -0.92 -0.577
O 9.3285 7.9604 20.9349 -1.03 -0.73 0.80 0.105
O 11.2450 9.0292 20.5675 -0.41 -0.18 0.47 -0.211
C 10.6292 8.9559 17.7282 1.50 0.05 -0.01 -0.324
O 11.8266 8.6365 17.7900 -0.32 -0.17 0.67 -0.058
C 10.1683 9.4087 16.4166 -0.33 -0.28 -1.27 -0.041
C 11.0978 9.3057 15.3499 -1.14 0.56 -0.92 0.117
C 10.6535 9.5792 14.0506 0.88 0.28 1.19 -0.120
F 11.5838 9.5671 12.9867 -0.58 -0.22 0.88 -0.003
C 9.3639 10.0360 13.7943 -1.22 -0.15 0.45 -0.150
C 8.4322 10.0887 14.8535 0.90 0.51 0.53 0.090
C 8.8300 9.8151 16.2033 0.84 -0.68 -0.90 -0.118
N 8.9201 10.5238 12.5125 -0.17 -1.14 1.43 -0.130
C 9.0509 11.9012 12.2834 1.73 0.77 -1.64 -0.122
C 10.2889 12.2349 11.3324 -0.08 -1.87 -0.03 -0.014
N 10.9621 10.9555 10.8274 -1.19 -0.87 1.66 0.039
C 10.0601 9.7963 10.4683 -0.09 -0.35 0.09 -0.071
C 8.7861 9.7076 11.3571 -0.26 1.44 -1.27 -0.124
H 4.8032 8.9807 16.4699 1.33 -0.35 0.04 0.105
H 5.9206 8.0034 17.4538 0.07 -0.14 0.58 0.074
H 6.4269 8.3686 15.8521 -0.19 -0.09 -0.49 0.067
H 6.1626 10.4509 18.1091 0.54 -0.32 -1.26 0.151
H 6.5620 10.8347 16.3776 -0.67 0.17 0.07 0.092
H 7.6392 9.4026 19.2267 0.23 -0.18 0.53 0.134
H 12.1289 9.0689 15.5830 -0.12 -0.14 -0.06 0.142
H 7.4593 10.5165 14.6319 0.09 -0.29 -0.08 0.122
H 9.2408 12.3833 13.2005 0.07 0.65 1.14 0.082
H 8.2201 12.3968 11.8056 -0.78 -0.22 -0.09 0.125
H 11.1561 12.6048 11.8398 -0.10 1.51 0.33 0.123
H 9.9858 12.7105 10.4134 0.07 0.82 0.08 0.122
H 11.5789 10.6030 11.5994 -0.51 0.36 -0.78 0.147
H 11.4951 11.1802 10.0181 0.77 0.20 -0.60 0.155
H 10.6898 8.9402 10.6925 -0.06 -0.28 -0.69 0.124
H 9.7960 9.9438 9.4131 0.22 -0.52 0.26 0.133
H 8.4296 8.7046 11.5355 0.52 -0.40 0.35 0.136
H 7.9652 10.1508 10.7641 0.14 -0.05 0.11 0.130
C 7.1795 13.0539 23.9083 1.46 -2.09 -0.87 -0.044
C 7.3961 13.4631 22.4735 -0.63 0.98 -0.09 -0.230
C 6.8888 14.7105 22.1704 0.10 0.43 -1.03 -0.057
C 6.9863 15.2681 20.8858 -0.39 -0.35 1.98 -0.071
C 7.5834 14.5158 19.9213 1.03 0.94 -1.85 -0.056
C 8.1526 13.2869 20.1897 -0.14 -1.10 0.02 -0.175
N 8.9099 12.4937 19.2720 -0.21 -0.11 0.15 0.120
C 9.0203 12.7261 17.9203 -0.28 1.41 -0.51 -0.182
C 7.9221 13.2480 17.1667 0.87 -0.55 0.74 -0.045
C 8.1173 13.8011 15.9086 -1.94 -0.56 1.62 -0.102
C 9.3527 13.7922 15.3558 1.00 0.33 -1.41 -0.148
C 10.4172 13.1549 15.9692 -0.64 0.51 0.37 -0.014
C 10.2685 12.6386 17.2647 0.41 -0.23 -0.97 -0.051
C 11.4785 11.9657 17.8477 -0.05 0.12 0.17 -0.616
O 11.2437 11.2769 18.9077 0.04 -0.07 0.92 -0.232
O 12.5724 12.0357 17.3219 0.47 0.16 -0.58 0.035
C 7.9670 12.7150 21.4446 -0.23 -0.68 0.89 -0.161
C 8.2362 11.2543 21.6832 1.47 0.52 1.26 -0.007
H 6.9184 13.8666 24.5329 -0.32 0.84 0.46 0.059
H 8.1166 12.6001 24.2968 -0.57 0.21 0.00 0.099
H 6.4146 12.2808 23.9435 -0.15 -0.08 0.28 0.084
H 6.3536 15.1899 22.9551 -0.19 0.77 0.38 0.094
H 6.6548 16.2866 20.7461 -0.17 -0.08 -0.39 0.103
H 7.7217 14.9696 18.9368 0.01 -0.21 0.27 0.109
H 9.7547 12.0562 19.6632 -0.52 0.15 -0.18 0.121
H 6.9611 13.2496 17.6643 -0.09 0.15 -0.18 0.111
H 7.2298 14.2305 15.4545 0.29 0.14 -0.32 0.109
H 9.4794 14.3365 14.4251 0.26 -0.14 -0.09 0.097
H 11.3645 13.2039 15.4502 0.27 -0.40 0.44 0.117
H 9.3338 11.0441 21.7358 -0.72 -0.10 -0.22 0.102
H 7.7815 10.6701 20.9206 -0.20 -0.59 -0.66 0.050
H 7.8282 10.9420 22.6558 0.11 0.07 -0.40 0.082
N 12.6269 11.5627 21.5819 -0.72 -0.83 -1.29 0.068
C 12.8669 12.1820 22.5199 0.31 0.04 0.66 -0.181
C 13.1824 12.8924 23.6343 0.30 0.30 0.70 -0.290
C 13.0330 12.3773 24.9365 -0.01 0.43 -2.20 -0.259
N 12.8455 11.9428 25.9661 -0.28 -0.99 2.46 0.130
C 13.5752 14.2253 23.4975 0.04 1.95 -0.43 -0.256
N 13.7975 15.3574 23.3600 0.08 -0.93 0.14 0.119
```
Positions in Å, forces in eV/Å.

Output
- E: -76627.276 eV
- HOMO: -7.0 eV
- Net charge: 0
- Orbital gap: 5.6 eV